{"formula": "C66H163N13O4", "method": "ωB97M-V with the def2-TZVPD basis set", "symbols": ["O", "O", "O", "O", "N", "N", "N", "N", "N", "N", "N", "N", "N", "N", "N", "N", "N", "C", "C", "C", "C", "C", "C", "C", "C", "C", "C", "C", "C", "C", "C", "C", "C", "C", "C", "C", "C", "C", "C", "C", "C", "C", "C", "C", "C", "C", "C", "C", "C", "C", "C", "C", "C", "C", "C", "C", "C", "C", "C", "C", "C", "C", "C", "C", "C", "C", "C", "C", "C", "C", "C", "C", "C", "C", "C", "C", "C", "C", "C", "C", "C", "C", "C", "H", "H", "H", "H", "H", "H", "H", "H", "H", "H", "H", "H", "H", "H", "H", "H", "H", "H", "H", "H", "H", "H", "H", "H", "H", "H", "H", "H", "H", "H", "H", "H", "H", "H", "H", "H", "H", "H", "H", "H", "H", "H", "H", "H", "H", "H", "H", "H", "H", "H", "H", "H", "H", "H", "H", "H", "H", "H", "H", "H", "H", "H", "H", "H", "H", "H", "H", "H", "H", "H", "H", "H", "H", "H", "H", "H", "H", "H", "H", "H", "H", "H", "H", "H", "H", "H", "H", "H", "H", "H", "H", "H", "H", "H", "H", "H", "H", "H", "H", "H", "H", "H", "H", "H", "H", "H", "H", "H", "H", "H", "H", "H", "H", "H", "H", "H", "H", "H", "H", "H", "H", "H", "H", "H", "H", "H", "H", "H", "H", "H", "H", "H", "H", "H", "H", "H", "H", "H", "H", "H", "H", "H", "H", "H", "H", "H", "H", "H", "H", "H", "H", "H", "H", "H", "H", "H", "H", "H", "H", "H", "H", "H", "H"], "xyz": [[6.304, 33.861, 0.265], [6.735, 37.506, 6.824], [4.878, 34.056, 4.022], [8.267, 39.213, 3.098], [0.258, 32.961, 1.960], [6.040, 35.425, -1.284], [5.376, 31.846, 3.848], [3.681, 28.129, -0.509], [4.017, 27.985, 5.654], [-0.804, 35.187, 6.570], [6.364, 38.003, 2.634], [10.428, 26.905, 2.752], [9.982, 29.410, -1.802], [7.554, 35.509, 7.530], [10.685, 36.152, 1.593], [9.446, 29.101, 7.834], [4.528, 32.093, 11.550], [4.872, 30.697, 11.717], [10.095, 30.922, -3.897], [3.955, 27.705, 4.251], [9.955, 28.227, 8.918], [8.758, 31.164, -0.486], [5.405, 27.879, 6.200], [-2.679, 34.045, 5.445], [4.191, 31.431, 4.538], [9.576, 25.794, 2.381], [9.326, 35.776, 1.949], [2.917, 33.815, 12.125], [7.710, 36.813, 7.164], [7.443, 35.451, -1.689], [0.758, 31.748, 2.610], [3.877, 31.952, 9.031], [1.254, 27.966, -0.395], [0.394, 34.192, 2.784], [6.299, 38.355, 1.227], [9.928, 24.497, 3.128], [12.445, 37.936, 1.960], [4.924, 30.269, 0.001], [11.495, 30.435, 7.545], [3.289, 25.710, 6.452], [2.528, 27.581, -1.226], [5.508, 28.206, 7.666], [8.607, 30.175, 8.363], [1.599, 34.444, 6.731], [2.615, 28.059, 3.613], [5.425, 37.005, 3.128], [8.791, 34.697, 7.666], [8.814, 27.520, 9.705], [-1.569, 33.952, 6.515], [5.600, 33.139, 3.623], [10.024, 27.419, 4.002], [7.346, 38.473, 3.461], [5.107, 36.326, -2.022], [9.926, 28.055, -2.295], [-1.763, 36.236, 6.958], [10.373, 27.936, 1.697], [11.008, 35.888, 0.168], [4.896, 27.490, -1.042], [5.409, 27.909, -2.461], [-1.661, 31.621, 0.832], [6.282, 34.801, 7.471], [5.559, 34.610, -0.345], [10.501, 29.460, 6.885], [10.730, 30.369, -2.618], [3.703, 29.640, -0.631], [1.889, 34.534, 3.086], [7.964, 31.099, 7.297], [-1.152, 32.844, 1.484], [0.405, 35.132, 7.458], [11.227, 34.367, -0.086], [3.251, 32.315, 12.153], [9.249, 35.037, 3.330], [4.816, 32.535, 10.152], [8.682, 29.857, -1.233], [10.982, 37.531, 2.040], [11.286, 27.515, -2.463], [3.050, 27.185, 6.422], [11.281, 29.162, 2.045], [6.482, 30.460, 11.833], [6.425, 30.834, 3.550], [0.120, 31.300, 3.988], [-2.365, 36.178, 8.309], [8.697, 28.227, 4.037], [5.601, 28.967, -2.637], [7.611, 35.193, -2.735], [-2.904, 37.112, 8.471], [4.471, 34.727, -0.225], [6.312, 34.103, 6.635], [7.693, 29.798, 8.821], [-0.253, 34.046, 3.649], [8.189, 26.870, 9.093], [9.392, 23.612, 2.785], [9.612, 35.680, 4.132], [11.784, 27.891, -3.357], [10.972, 31.179, -1.929], [10.240, 36.278, -0.500], [7.898, 27.787, 3.441], [8.786, 33.923, 6.899], [7.862, 36.419, -1.416], [4.870, 27.587, 8.297], [-3.527, 34.597, 5.852], [-1.688, 35.990, 9.142], [13.135, 37.252, 2.456], [6.776, 29.417, 11.951], [8.080, 34.812, -1.078], [1.834, 35.121, 5.909], [10.675, 27.462, 0.763], [11.950, 27.596, -1.603], [8.200, 29.067, -0.656], [2.799, 28.155, 2.543], [8.943, 26.968, 10.636], [7.055, 39.079, 0.921], [8.676, 36.649, 1.891], [7.543, 30.482, 6.503], [-0.953, 31.138, 4.095], [6.580, 33.284, 3.143], [1.047, 29.004, -0.136], [11.467, 29.741, 1.141], [5.967, 29.914, 3.187], [4.735, 33.619, 10.070], [0.449, 27.516, -0.977], [6.968, 30.732, 4.490], [10.584, 28.686, 9.680], [2.234, 33.711, 3.712], [8.870, 35.116, 1.211], [10.575, 37.711, 3.035], [2.372, 28.009, -2.216], [6.949, 30.827, 10.919], [10.634, 27.489, 8.489], [10.875, 28.004, 4.353], [9.369, 28.347, 1.602], [0.180, 34.554, 8.354], [7.948, 30.054, -2.014], [4.598, 31.282, 0.241], [-0.876, 31.098, 0.285], [5.353, 38.834, 0.974], [1.994, 35.457, 3.656], [8.720, 37.237, 7.273], [9.471, 27.922, -3.277], [1.372, 33.434, 6.387], [1.280, 27.504, 0.592], [10.293, 33.819, 0.037], [3.748, 30.651, 3.918], [0.722, 30.984, 1.833], [8.375, 28.260, 5.077], [9.941, 24.534, 4.217], [-2.325, 34.572, 4.559], [2.521, 25.257, 7.079], [5.369, 36.838, 4.204], [7.019, 31.221, 2.722], [4.417, 37.229, 2.780], [2.788, 34.184, 11.108], [2.788, 29.920, -0.110], [6.379, 27.449, -2.649], [2.894, 32.404, 9.159], [3.258, 25.227, 5.475], [6.568, 28.042, 7.863], [10.736, 31.661, -4.377], [5.441, 37.306, -1.682], [2.000, 34.069, 12.658], [9.537, 31.268, 0.269], [9.490, 27.439, -1.509], [-1.757, 33.149, 2.338], [9.805, 34.104, 3.233], [6.032, 28.550, 5.614], [12.739, 38.172, 0.937], [10.789, 29.836, 2.747], [8.207, 28.341, 10.087], [5.145, 36.318, -3.111], [5.793, 26.861, 6.220], [11.982, 33.965, 0.589], [2.534, 34.482, 7.290], [4.734, 27.506, -3.217], [4.791, 28.234, 3.794], [4.455, 30.132, 10.883], [11.628, 34.102, -1.064], [3.517, 29.943, -1.662], [4.093, 26.654, 3.995], [7.765, 31.240, -0.043], [-2.449, 36.288, 6.112], [8.526, 26.050, 2.529], [0.656, 36.131, 7.813], [11.010, 31.360, 7.857], [1.844, 31.831, 2.654], [1.964, 27.192, 3.720], [-0.081, 35.019, 2.257], [8.890, 32.004, -1.168], [4.822, 26.403, -0.995], [8.727, 31.746, 6.865], [3.113, 27.608, 7.425], [11.232, 26.448, -2.679], [2.528, 34.671, 2.214], [3.818, 30.869, 9.146], [-0.830, 33.246, 6.134], [5.173, 29.845, 0.974], [0.289, 32.120, 4.686], [5.850, 32.309, 9.892], [10.320, 38.189, 1.477], [4.459, 31.013, 5.508], [9.086, 31.264, -3.667], [4.085, 36.256, -1.651], [3.314, 31.944, 13.177], [-2.529, 31.818, 0.203], [-2.961, 33.037, 5.143], [5.980, 34.289, 8.385], [3.556, 32.287, 4.765], [11.737, 30.063, -2.903], [2.525, 31.760, 11.560], [9.879, 26.590, 4.694], [2.042, 27.456, 6.108], [5.637, 36.023, 2.705], [10.000, 30.187, -4.696], [-1.909, 33.628, 7.498], [8.752, 34.191, 8.630], [-2.039, 30.948, 1.602], [8.823, 29.248, 3.677], [2.150, 28.923, 4.087], [5.274, 29.264, 7.779], [7.158, 31.687, 7.736], [0.624, 30.465, 4.473], [12.020, 29.867, 8.313], [8.201, 34.908, 3.598], [4.252, 25.512, 6.921], [5.862, 30.199, -0.548], [4.434, 30.254, 12.612], [10.916, 24.199, 2.778], [9.168, 30.768, 9.086], [6.911, 30.930, 12.717], [7.358, 38.073, 4.487], [2.622, 26.499, -1.321], [-1.196, 37.167, 6.979], [11.078, 28.585, 6.585], [9.591, 25.490, 1.334], [-1.231, 33.536, 0.646], [9.694, 35.305, 7.611], [12.255, 28.857, 2.428], [-3.058, 35.340, 8.389], [11.949, 36.364, -0.106], [5.502, 35.507, 7.186], [4.283, 32.077, 8.027], [10.037, 29.915, 6.010], [5.621, 27.740, -0.267], [3.712, 34.396, 12.591], [12.551, 38.833, 2.570], [6.311, 37.473, 0.587], [12.251, 30.665, 6.794]], "atomic_forces_ev_per_a": [[-0.73, -0.40, 0.68], [1.72, -0.58, 0.28], [0.53, -0.53, -0.53], [-1.05, -0.48, 0.24], [-0.20, -0.34, -0.22], [-0.90, 0.60, -2.21], [0.47, -0.54, -0.67], [0.36, -0.08, -1.71], [0.56, -0.28, 0.93], [-0.07, 0.79, 1.01], [0.34, 0.21, 1.10], [0.01, -0.49, -2.40], [-0.64, -0.09, 0.35], [1.95, 0.00, 0.16], [0.70, -0.26, -0.32], [-0.47, -1.41, 0.65], [2.05, -0.39, -0.43], [2.56, -0.73, 0.15], [-0.32, -0.56, 0.01], [0.05, 0.14, -0.50], [-0.36, -1.17, 0.41], [-0.35, 0.14, 0.19], [-1.53, -0.47, 0.01], [0.25, -0.21, 0.79], [0.17, -0.43, 0.38], [-0.65, -1.41, 0.36], [-0.13, -0.53, 0.56], [-0.18, -0.07, 0.22], [-3.02, 0.42, -0.05], [0.29, 0.22, 0.97], [-0.37, -0.50, -0.22], [0.64, -0.20, 1.19], [0.16, -1.46, -0.38], [0.54, -0.29, -1.00], [-0.44, 0.26, -0.11], [0.78, -0.33, -0.58], [-0.36, 0.51, 0.47], [-0.42, 0.23, 0.59], [0.26, -0.67, -1.24], [-0.09, -0.52, 0.35], [-1.15, 1.79, 1.87], [0.29, 0.95, -0.44], [-0.63, 0.54, -1.00], [-0.41, 1.69, 0.00], [0.39, -0.49, 0.03], [-0.42, -0.57, -0.77], [-1.32, -0.03, 0.32], [-0.72, 0.85, -0.22], [1.32, -0.20, -1.52], [0.15, 0.88, 0.78], [-0.62, 0.64, 1.21], [1.28, 0.34, -1.10], [1.12, 0.70, 1.44], [0.43, 0.32, 0.55], [2.34, 0.93, -0.85], [1.08, 0.69, 0.93], [0.53, -0.87, 0.65], [0.94, 1.34, 0.35], [-0.10, -0.68, 0.54], [-0.16, -1.93, 0.87], [-0.11, 0.56, -0.99], [1.16, -0.44, 0.01], [-0.09, 1.20, 1.15], [0.09, 0.70, 0.30], [-0.37, -2.19, 0.54], [-1.36, -0.49, 0.54], [1.09, -0.51, 0.04], [1.16, 1.93, -0.07], [-0.44, -1.29, -0.58], [-0.14, 0.32, 0.22], [-0.42, 1.58, -0.91], [-0.38, 1.29, -1.01], [-1.16, -0.08, -0.25], [1.15, 0.38, -1.19], [-0.55, -0.64, -0.43], [1.75, -1.38, -0.81], [0.20, 1.52, 0.19], [-0.29, -0.64, -0.65], [-1.69, 0.09, -0.31], [-1.17, 1.35, 0.16], [0.84, 1.04, 0.00], [-1.37, -0.89, 0.82], [0.49, 0.10, 0.22], [-0.46, 0.12, 0.28], [-0.25, 0.21, -0.02], [-0.10, -0.11, 0.28], [0.02, -0.30, 0.34], [0.03, -0.37, 0.05], [0.53, -0.58, 0.49], [0.41, 0.28, 0.78], [0.03, 0.21, -0.29], [-0.84, 0.30, 0.17], [0.56, -0.11, -0.04], [0.18, 0.36, 0.14], [-0.28, 0.44, -0.11], [-0.28, 0.14, -0.21], [0.03, -0.19, 0.07], [0.22, 0.10, -0.15], [-0.11, 0.45, -0.61], [0.26, 0.05, 0.04], [-0.26, -0.30, -0.22], [0.45, 0.40, -0.22], [-0.16, -0.47, -0.39], [-0.44, -0.26, -0.27], [-0.61, -0.54, 0.02], [-0.14, -0.46, -0.51], [0.01, 0.17, -0.02], [-0.12, 0.37, 0.09], [0.58, -0.22, 0.30], [-0.29, 0.42, -0.09], [1.28, -0.13, -0.18], [0.30, -0.35, 0.39], [-0.19, 0.34, 0.43], [-0.05, -0.05, -0.03], [-0.11, -0.16, -0.83], [-0.18, 0.37, -0.31], [0.21, 0.14, -0.84], [-0.09, -0.02, -0.11], [0.01, -0.05, 0.36], [0.01, 0.07, 0.38], [-0.57, 0.33, 0.35], [0.41, -0.61, -0.38], [0.04, 0.84, 0.05], [0.57, 0.29, -0.11], [0.33, -0.29, -0.17], [0.25, -0.57, 0.30], [0.31, 0.05, -0.44], [0.20, 0.09, 0.18], [-0.17, -0.13, -0.38], [-0.30, 0.27, 0.42], [-0.40, -0.16, -0.34], [-0.16, -0.14, 0.38], [-0.27, -0.11, -0.57], [0.73, 0.39, -0.29], [-0.15, 0.03, -0.27], [-0.34, 0.11, 0.33], [-0.25, -0.07, 0.16], [-0.01, -0.31, -0.16], [-0.91, 0.04, -0.02], [0.08, 0.11, 0.01], [0.10, -0.44, -0.08], [0.03, -0.14, 0.13], [-0.58, 0.06, 0.33], [-0.63, -0.45, 0.18], [-0.14, 0.14, 0.02], [-0.15, 0.10, -0.11], [0.15, 0.02, 0.08], [0.00, -0.19, -0.02], [0.47, 0.57, 0.01], [0.34, 0.01, 0.26], [-0.14, 0.29, 0.07], [0.04, -0.07, -0.08], [0.31, 0.41, 0.22], [0.05, -0.28, 0.13], [-0.08, -0.16, -0.42], [0.02, 0.07, -0.01], [-0.06, 0.09, 0.62], [-0.20, 0.49, 0.44], [-0.19, 0.50, -0.47], [-0.10, -0.25, 0.04], [-0.03, -0.40, 0.14], [-0.74, 0.07, -0.23], [-0.72, 0.12, -0.17], [-0.11, 0.03, 0.35], [0.13, -0.19, -0.05], [0.26, -0.14, 0.13], [0.08, -0.10, 0.16], [-0.48, -0.06, -0.21], [0.16, -0.56, 0.11], [0.18, -0.39, -1.13], [-0.21, 0.13, 0.39], [-0.20, -0.40, 0.52], [-0.06, 0.25, -0.15], [-0.08, 0.15, -0.22], [0.22, -0.50, -0.16], [-0.24, 0.48, -0.36], [0.40, 0.12, -0.36], [0.48, -0.45, 0.11], [0.11, 0.61, 0.34], [-0.34, 0.34, 0.51], [-0.39, 0.02, 0.22], [0.06, 0.09, -0.36], [0.21, -0.13, 0.33], [0.07, 0.28, 0.81], [-0.31, 0.14, 0.08], [0.04, -0.03, -0.36], [-0.11, 0.03, -0.07], [-0.37, 0.01, -0.07], [-0.22, 0.19, -0.19], [-0.19, -0.30, 0.19], [-0.17, -0.25, 0.07], [-0.27, -0.43, -0.20], [-0.33, -0.05, 0.05], [-0.22, -0.59, 0.27], [-0.36, -0.38, 0.13], [0.16, 0.21, 0.10], [0.04, -0.19, 0.36], [0.23, 0.61, -0.50], [0.01, -0.39, 0.11], [0.06, 0.49, -0.29], [0.08, -0.49, -0.12], [-0.25, 0.01, -0.08], [0.26, 0.21, -0.18], [-0.29, 0.06, 0.07], [0.45, 0.11, 0.12], [-0.07, -0.11, -0.51], [-0.10, -0.88, 0.33], [-0.80, -0.22, 0.36], [0.29, -0.03, 0.07], [-0.01, -0.17, -0.32], [0.22, -0.11, -0.09], [-0.13, -0.49, 0.20], [-0.30, -0.19, 0.11], [0.20, -0.06, 0.10], [0.12, -0.50, -0.07], [0.06, 0.07, 0.05], [0.06, 0.10, -0.32], [-0.09, 0.09, 0.53], [0.12, 0.11, 0.05], [0.10, -0.21, -0.43], [-0.13, 0.55, 0.43], [-0.15, -0.50, -0.16], [0.04, -0.24, -0.07], [-0.31, 0.35, -0.42], [-0.12, 0.37, 0.09], [0.48, 0.35, 0.37], [-0.07, 0.27, 0.35], [-0.27, 0.50, -0.16], [-0.62, 0.01, -0.13], [-0.10, 0.04, 0.17], [0.12, 0.25, -0.54], [-0.43, -0.21, -0.05], [0.59, 0.62, -0.29], [-0.01, 1.00, 0.56], [-0.22, 0.05, -0.09], [-0.07, -0.10, 0.13], [-0.46, 0.09, 0.03], [-0.08, 0.29, 0.24], [0.11, 0.15, 0.24], [-0.08, 0.52, 0.01], [0.05, -0.08, -0.12], [0.67, -0.04, -0.29], [0.14, -0.09, -0.03], [-0.02, 0.36, -0.27], [0.43, -0.28, 0.08], [0.12, 0.33, 0.01]], "spin_multiplicity": 1, "homo_lumo_gap_ev": 8.46, "homo_ha": -0.290, "total_energy_ev": -98641.45210, "max_force_ha_per_bohr": 0.0593}